Run 1
Here is one molecule with the formula C18H29NO2 from OMol25. Energies are from the ωB97M-V functional and the def2-TZVPD basis.

Each line ends with the Löwdin charge.
CARTESIAN COORDINATES (ANGSTROEM)
C  1.567  5.501  -0.089  -0.09
C  2.451  4.357  -0.570  -0.22
C  2.557  3.235  0.470  -0.33
C  3.533  2.150  0.007  -0.05
C  1.206  2.646  0.800  -0.15
C  0.723  2.741  2.096  -0.04
C  -0.506  2.220  2.462  -0.09
C  -1.279  1.586  1.509  -0.08
C  -0.824  1.475  0.206  -0.01
C  0.410  1.998  -0.159  -0.20
O  0.912  1.923  -1.433  -0.07
C  0.196  1.242  -2.433  -0.14
C  0.146  -0.281  -2.221  -0.18
O  -1.206  -0.680  -2.148  -0.16
C  -1.402  -2.026  -1.772  -0.20
C  -1.348  -2.232  -0.253  -0.19
N  -1.265  -3.635  0.075  -0.18
C  -2.460  -4.406  -0.247  -0.19
C  -2.459  -5.606  0.715  -0.16
C  -1.213  -5.398  1.583  -0.17
C  -0.973  -3.898  1.473  -0.20
H  0.557  5.146  0.107  0.07
H  1.518  6.286  -0.840  0.07
H  1.961  5.930  0.831  0.07
H  2.050  3.949  -1.497  0.10
H  3.455  4.737  -0.775  0.11
H  2.957  3.674  1.393  0.13
H  3.599  1.360  0.752  0.08
H  4.524  2.575  -0.137  0.08
H  3.200  1.718  -0.932  0.07
H  1.329  3.239  2.840  0.11
H  -0.853  2.309  3.480  0.10
H  -2.241  1.172  1.772  0.10
H  -1.440  0.969  -0.519  0.10
H  -0.832  1.614  -2.517  0.13
H  0.730  1.484  -3.355  0.13
H  0.684  -0.527  -1.296  0.13
H  0.640  -0.808  -3.050  0.13
H  -0.654  -2.673  -2.249  0.13
H  -2.391  -2.292  -2.154  0.12
H  -0.453  -1.746  0.144  0.12
H  -2.226  -1.743  0.209  0.13
H  -2.413  -4.718  -1.293  0.11
H  -3.372  -3.803  -0.111  0.12
H  -3.359  -5.598  1.330  0.10
H  -2.424  -6.553  0.181  0.10
H  -0.363  -5.931  1.157  0.11
H  -1.355  -5.726  2.610  0.10
H  0.055  -3.610  1.700  0.12
H  -1.650  -3.347  2.149  0.12

Output
Kohn-Sham gap   9.3 eV
SMILES   CC[C@H](C)c1ccccc1OCCOCCN1CCCC1
Molecular weight   291.43 g mol⁻¹
HOMO energy   -8.36 eV
2S+1   1

Run 2
Here is one molecule with the formula C18H29NO2 from OMol25. Energies are from the ωB97M-V functional and the def2-TZVPD basis.

Each line ends with the Löwdin charge.
CARTESIAN COORDINATES (ANGSTROEM)
C  -1.043  -1.698  3.049  -0.04
C  -1.497  -2.178  1.699  -0.21
C  -1.737  -1.228  0.711  0.01
C  -2.161  -1.595  -0.558  -0.26
O  -2.440  -0.738  -1.588  -0.04
C  -2.199  0.638  -1.435  -0.17
C  -0.711  0.986  -1.552  -0.20
O  -0.561  2.356  -1.274  -0.14
C  0.771  2.804  -1.396  -0.20
C  0.789  4.304  -1.057  -0.17
N  2.053  4.993  -1.137  -0.18
C  2.680  5.056  -2.446  -0.18
C  3.744  3.939  -2.511  -0.17
C  4.016  3.583  -1.042  -0.17
C  3.103  4.536  -0.242  -0.19
C  -2.347  -2.947  -0.834  0.00
C  -2.108  -3.888  0.143  -0.03
C  -1.680  -3.532  1.418  -0.18
C  -1.432  -4.614  2.446  -0.39
C  -0.334  -5.571  1.974  -0.06
C  -2.724  -5.377  2.748  -0.06
H  -1.746  -2.001  3.824  0.08
H  -0.972  -0.613  3.063  0.07
H  -0.064  -2.106  3.298  0.08
H  -1.589  -0.188  0.960  0.11
H  -2.747  1.123  -2.246  0.13
H  -2.587  1.020  -0.484  0.13
H  -0.356  0.752  -2.568  0.13
H  -0.123  0.380  -0.844  0.13
H  1.129  2.634  -2.423  0.12
H  1.419  2.241  -0.707  0.12
H  0.090  4.807  -1.730  0.13
H  0.407  4.424  -0.039  0.12
H  1.937  4.981  -3.238  0.12
H  3.171  6.032  -2.526  0.11
H  4.642  4.288  -3.018  0.10
H  3.368  3.074  -3.058  0.09
H  3.764  2.543  -0.840  0.09
H  5.061  3.731  -0.774  0.10
H  2.682  4.073  0.649  0.12
H  3.676  5.418  0.066  0.11
H  -2.681  -3.234  -1.818  0.12
H  -2.260  -4.930  -0.096  0.11
H  -1.093  -4.155  3.377  0.12
H  -0.119  -6.307  2.746  0.08
H  -0.636  -6.099  1.073  0.07
H  0.579  -5.020  1.757  0.08
H  -2.552  -6.112  3.532  0.08
H  -3.085  -5.897  1.865  0.07
H  -3.499  -4.691  3.081  0.08

Output
Kohn-Sham gap   9.0 eV
SMILES   Cc1cc(OCCOCCN2CCCC2)ccc1C(C)C
Molecular weight   291.43 g mol⁻¹
HOMO energy   -8.16 eV
2S+1   1

Which one sits at the top of the stability order? run 1 does.

Run 1
Here is an isolated ion of composition C9H18N3 and charge +1 from OMol25. Energies are from the ωB97M-V functional and the def2-TZVPD basis.

Each line ends with the Löwdin charge.
CARTESIAN COORDINATES (ANGSTROEM)
C  0.461  -1.187  1.689  -0.01
C  0.225  -0.642  0.279  -0.20
C  -1.197  0.031  0.221  -0.18
N  -1.525  1.314  0.410  0.19
C  -2.896  1.407  0.121  -0.05
N  -3.357  0.266  -0.299  0.18
N  -2.247  -0.574  -0.229  -0.08
C  -2.360  -1.938  -0.577  0.00
C  1.330  0.402  -0.242  -0.54
C  0.867  0.979  -1.544  -0.05
C  2.601  -0.548  -0.496  -0.01
C  1.659  1.525  0.725  -0.04
H  0.493  -0.322  2.353  0.09
H  1.270  -1.779  1.856  0.06
H  -0.395  -1.706  1.949  0.06
H  0.226  -1.448  -0.502  0.14
H  -0.795  1.988  0.677  0.16
H  -3.330  2.397  0.051  0.15
H  -1.576  -2.547  -0.275  0.07
H  -3.295  -2.406  -0.181  0.13
H  -2.595  -2.163  -1.641  0.13
H  0.153  1.711  -1.358  0.05
H  0.535  0.387  -2.325  0.08
H  1.772  1.616  -1.873  0.14
H  3.123  -0.823  0.452  0.10
H  3.238  0.053  -1.088  0.06
H  2.255  -1.479  -1.063  0.11
H  1.926  1.172  1.771  0.12
H  0.956  2.315  0.860  0.06
H  2.478  2.000  0.277  0.08

Output
Kohn-Sham gap   11.8 eV
SMILES   C[C@@H](c1[nH]cn[n+]1C)C(C)(C)C
Molecular weight   168.26 g mol⁻¹
HOMO energy   -14.53 eV
2S+1   1
Net charge   +1

Run 2
Here is an isolated ion of composition C9H18N3 and charge +1 from OMol25. Energies are from the ωB97M-V functional and the def2-TZVPD basis.

Each line ends with the Löwdin charge.
CARTESIAN COORDINATES (ANGSTROEM)
C  -2.934  1.650  -0.457  0.08
N  -2.499  0.617  0.139  0.03
C  -1.147  0.363  0.125  -0.35
C  -0.208  1.281  0.973  -0.07
N  1.084  0.866  0.522  -0.17
C  2.044  1.942  0.467  -0.04
C  0.877  -0.137  -0.486  -0.47
C  2.109  -0.294  -1.381  0.00
C  0.470  -1.448  0.367  0.01
N  -0.961  -1.176  0.729  -0.06
C  -1.964  -2.013  0.093  -0.02
C  -0.387  0.174  -1.275  0.03
H  -4.033  1.828  -0.373  0.12
H  -2.311  2.187  -1.000  0.04
H  -0.365  2.346  0.755  0.14
H  -0.343  0.944  2.020  0.14
H  2.423  1.926  -0.560  0.08
H  1.772  2.899  0.809  0.08
H  2.912  1.592  1.075  0.11
H  3.066  -0.119  -0.904  0.09
H  2.063  0.444  -2.254  0.12
H  2.216  -1.215  -1.827  0.06
H  0.434  -2.361  -0.245  0.14
H  1.076  -1.494  1.270  0.14
H  -1.024  -1.054  1.728  0.17
H  -1.634  -2.352  -0.916  0.11
H  -2.165  -2.944  0.704  0.13
H  -2.814  -1.293  0.036  0.10
H  -0.338  0.958  -1.989  0.13
H  -0.734  -0.798  -1.730  0.14

Output
Kohn-Sham gap   9.2 eV
SMILES   C=N[C@@]12CN(C)[C@@](C)(C[N@@H+]1C)C2
Molecular weight   168.26 g mol⁻¹
HOMO energy   -12.02 eV
2S+1   1
Net charge   +1

Which one sits at the top of the stability order? run 1 does.

Run 1
Here is C8H12O as an isolated structure from OMol25. Energies are from the ωB97M-V functional and the def2-TZVPD basis.

Each line ends with the Löwdin charge.
CARTESIAN COORDINATES (ANGSTROEM)
C  1.576  1.497  -0.471  -0.06
C  1.123  0.105  -0.187  -0.59
C  2.233  -0.578  0.736  -0.04
C  -1.067  -0.518  0.424  -0.40
C  -2.182  0.433  -0.053  -0.15
C  -3.492  0.327  0.127  -0.04
C  -0.559  -1.375  -0.768  0.03
C  0.699  -0.893  -0.971  -0.12
H  1.019  1.713  -1.458  0.08
H  2.865  1.802  -0.683  0.16
H  1.386  2.428  0.408  0.16
H  2.222  0.191  1.585  0.09
H  1.763  -1.447  1.372  0.12
H  3.332  -0.853  0.492  0.10
H  -1.249  -1.192  1.365  0.18
H  -1.851  1.219  -0.872  0.14
H  -4.166  -0.244  0.856  0.08
H  -4.099  1.182  -0.443  0.09
H  -1.043  -2.634  -0.826  0.21
H  1.427  -1.262  -1.520  0.08
O  0.060  0.101  0.887  -0.13

Output
Kohn-Sham gap   9.9 eV
Molecular weight   124.18 g mol⁻¹
HOMO energy   -9.06 eV
2S+1   1

Run 2
Here is one molecule with the formula C8H12O from OMol25. Energies are from the ωB97M-V functional and the def2-TZVPD basis.

Each line ends with the Löwdin charge.
CARTESIAN COORDINATES (ANGSTROEM)
C  0.377  -1.333  0.676  -0.36
C  0.833  0.043  0.897  -0.08
C  -1.058  -1.616  0.847  -0.02
C  -1.318  2.351  0.545  -0.12
C  0.822  -0.168  -1.414  -0.08
C  0.307  0.678  -0.478  -0.28
C  -0.848  1.422  -0.532  -0.15
C  1.555  -0.525  -2.435  0.00
O  1.206  -2.408  0.723  0.06
H  2.111  -2.130  0.530  0.11
H  0.360  0.558  1.733  0.10
H  1.917  0.132  0.962  0.12
H  -1.361  1.476  -1.483  0.10
H  -1.384  -1.465  1.880  0.09
H  -1.313  -2.624  0.528  0.09
H  -1.601  -0.830  0.274  0.09
H  1.382  -1.455  -2.970  0.05
H  2.384  0.079  -2.792  0.05
H  -1.102  1.983  1.554  0.06
H  -0.870  3.350  0.471  0.07
H  -2.399  2.484  0.484  0.07

Output
Kohn-Sham gap (alpha / beta)   7.5 / 6.9 eV
Molecular weight   124.18 g mol⁻¹
HOMO energy (alpha / beta)   -6.73 / -6.43 eV
2S+1   1

Which one sits at the top of the stability order? run 2 does.

Run 1
Here is one molecule with the formula C6H10N4 from OMol25. Energies are from the ωB97M-V functional and the def2-TZVPD basis.

Each line ends with the Löwdin charge.
CARTESIAN COORDINATES (ANGSTROEM)
C  -1.888  1.367  -0.005  -0.09
C  -1.729  -0.130  0.277  -0.43
C  -2.392  -1.012  -0.798  -0.12
C  -0.254  -0.586  0.307  0.08
N  0.737  0.649  0.296  0.10
N  2.008  0.275  0.306  -0.17
C  2.655  -0.882  0.565  -0.18
N  3.934  -0.805  0.351  0.00
N  4.159  0.420  0.009  -0.04
C  3.050  1.139  0.012  -0.11
H  -0.847  1.663  -0.405  0.08
H  -2.183  1.907  0.856  0.06
H  -2.668  1.509  -0.749  0.07
H  -2.163  -0.253  1.365  0.17
H  -2.759  -2.040  -0.410  0.09
H  -3.391  -0.687  -1.196  0.08
H  -1.742  -1.299  -1.679  0.09
H  0.143  -1.587  0.374  0.08
H  2.201  -1.818  0.914  0.12
H  3.130  2.171  -0.392  0.13

Output
Kohn-Sham gap (alpha / beta)   8.5 / 8.5 eV
SMILES   CC(C)/C=N/n1cnnc1
Molecular weight   138.17 g mol⁻¹
HOMO energy (alpha / beta)   -9.31 / -9.31 eV
2S+1   1

Run 2
Here is one molecule with the formula C6H10N4 from OMol25. Energies are from the ωB97M-V functional and the def2-TZVPD basis.

Each line ends with the Löwdin charge.
CARTESIAN COORDINATES (ANGSTROEM)
C  2.449  -0.511  -0.139  -0.15
N  1.592  0.101  0.987  -0.16
C  0.734  1.232  0.464  -0.23
C  -0.548  0.763  -0.452  -0.23
C  -1.851  1.744  -0.082  -0.10
N  -2.735  2.576  0.431  0.08
C  -0.970  -0.817  -0.281  -0.31
N  -1.644  -1.107  1.059  0.00
C  -2.128  -1.104  -1.453  -0.10
N  -2.861  -1.286  -2.533  0.08
H  2.175  -0.060  -1.200  0.09
H  2.166  -1.671  -0.126  0.09
H  3.601  -0.330  0.017  0.09
H  2.284  0.566  1.647  0.11
H  1.405  1.978  -0.181  0.13
H  0.304  1.889  1.362  0.14
H  -0.316  0.925  -1.612  0.15
H  -0.106  -1.582  -0.495  0.13
H  -2.549  -1.628  0.901  0.09
H  -1.005  -1.678  1.686  0.09

Output
Kohn-Sham gap   10.3 eV
SMILES   CNC[C@H](C#N)[C@@H](N)C#N
Molecular weight   138.17 g mol⁻¹
HOMO energy   -10.06 eV
2S+1   1

Which one sits at the top of the stability order? run 1 does.

Run 1
Here is a 2-piece molecular cluster, C6H11N2S overall from OMol25. Energies are from the ωB97M-V functional and the def2-TZVPD basis.

Each line ends with the Löwdin charge.
CARTESIAN COORDINATES (ANGSTROEM)
C  3.695  1.163  0.841  -0.12
C  4.745  -0.145  -0.655  -0.32
C  -0.089  -0.297  1.604  -0.02
C  -2.480  -0.562  -0.672  -0.08
C  -0.941  -0.506  -0.884  -0.25
C  -0.310  0.116  0.350  -0.20
N  4.833  0.901  0.164  0.06
N  2.783  0.270  0.550  -0.21
S  3.177  -0.803  -0.650  1.19
H  3.685  1.843  1.627  0.14
H  5.461  -0.376  -1.351  0.07
H  0.025  0.291  2.429  0.03
H  -0.472  -1.317  1.881  0.10
H  1.940  0.250  1.091  0.06
H  -2.920  -0.797  -1.624  0.07
H  -2.558  -1.464  -0.053  0.08
H  -2.870  0.337  -0.273  0.07
H  -0.760  0.111  -1.796  0.11
H  -0.720  -1.553  -1.173  0.11
H  -0.283  1.167  0.366  0.09

Output
Kohn-Sham gap   8.3 eV
Molecular weight   143.24 g mol⁻¹
HOMO energy   -13.50 eV
2S+1   1
Net charge   +1

Run 2
Here is C6H11N2S as an isolated structure from OMol25. Energies are from the ωB97M-V functional and the def2-TZVPD basis.

Each line ends with the Löwdin charge.
CARTESIAN COORDINATES (ANGSTROEM)
C  -0.017  0.698  -0.041  0.01
C  3.942  0.356  0.057  -0.76
C  -2.192  0.544  0.844  0.04
C  -0.491  -1.391  0.711  0.00
C  -1.603  -0.554  -1.378  0.00
C  -1.100  -0.188  -0.020  -0.53
N  0.978  1.288  -0.132  0.36
N  3.373  1.460  -0.076  0.04
S  4.421  -1.090  0.313  0.91
H  -3.012  -0.054  0.943  0.08
H  -1.710  0.934  1.691  0.09
H  -2.416  1.330  0.247  0.06
H  -1.057  -2.306  0.639  0.11
H  -0.486  -1.091  1.716  0.08
H  0.486  -1.677  0.513  0.07
H  -0.905  -1.216  -1.827  0.10
H  -1.601  0.256  -2.013  0.07
H  -2.613  -0.952  -1.344  0.12
H  2.029  1.529  -0.230  -0.01
H  3.974  2.124  -0.613  0.15

Output
Kohn-Sham gap   10.1 eV
Molecular weight   143.24 g mol⁻¹
HOMO energy   -14.17 eV
2S+1   1
Net charge   +1

Which one sits at the top of the stability order? run 2 does.